[1]
The following is a DFT calculation (the ωB97M-V functional and the def2-TZVPD basis) of a molecular structure, C40H69N2O5PPdTe in a non-equilibrium geometry.

**Energy**: -75876.1296 eV
**HOMO-LUMO gap (alpha / beta)**: 7.39 / 5.02 eV
**Net charge**: 0
**Multiplicity**: 5
**<S²>**: 6.02

Each line ends with the Löwdin spin population.
Geometry (Å):
Pd: 12.249 11.338 11.209  1.2551
C: 14.688 9.706 10.993  0.0085
N: 13.272 9.518 10.510  0.0575
C: 12.733 8.168 10.842  0.0059
C: 13.200 9.646 9.015  0.0029
C: 13.380 11.125 8.560  0.0095
N: 12.458 12.037 9.184  0.1609
C: 11.123 12.093 8.517  0.0096
C: 9.983 12.414 9.377  0.0231
C: 9.208 13.563 9.226  -0.0047
C: 8.080 13.763 9.995  0.0228
C: 7.767 12.735 10.909  -0.0056
C: 8.531 11.571 11.127  0.0215
C: 9.646 11.433 10.340  0.0030
O: 10.471 10.428 10.469  0.1841
C: 8.125 10.589 12.197  0.0027
C: 9.151 10.758 13.359  0.0053
C: 8.130 9.135 11.734  0.0021
C: 6.757 10.932 12.871  0.0001
C: 7.228 14.989 9.893  0.0030
C: 6.626 15.128 8.421  0.0018
C: 6.072 15.103 10.886  -0.0001
C: 8.158 16.189 10.165  0.0016
C: 13.023 13.409 9.410  0.0086
C: 13.906 13.600 10.621  0.0425
C: 15.313 13.874 10.537  -0.0123
C: 16.080 14.181 11.692  0.0377
C: 15.357 14.306 12.891  -0.0043
C: 14.007 13.934 13.057  0.0374
C: 13.216 13.576 11.899  0.0077
O: 11.933 13.335 11.947  0.0606
C: 13.289 14.180 14.347  0.0043
C: 12.215 15.347 14.129  0.0042
C: 12.485 12.935 14.740  0.0037
C: 14.133 14.619 15.508  -0.0001
C: 17.609 14.294 11.576  0.0044
C: 18.337 14.411 12.920  0.0001
C: 17.939 15.555 10.720  0.0025
C: 18.203 13.011 10.813  0.0019
H: 15.306 8.951 10.497  0.0029
H: 14.786 9.596 12.114  0.0007
H: 15.125 10.713 10.850  0.0005
H: 13.162 7.407 10.214  0.0023
H: 11.643 8.124 10.721  0.0002
H: 12.963 7.947 11.876  0.0003
H: 12.237 9.300 8.753  -0.0003
H: 14.035 9.079 8.627  0.0005
H: 13.291 11.161 7.453  0.0044
H: 14.386 11.494 8.675  0.0001
H: 10.907 11.126 8.134  0.0009
H: 11.145 12.796 7.669  0.0047
H: 9.614 14.359 8.535  -0.0004
H: 6.862 12.923 11.522  -0.0007
H: 10.183 10.684 12.978  0.0051
H: 8.971 9.978 14.046  0.0003
H: 8.962 11.626 13.922  0.0001
H: 9.155 8.851 11.525  0.0005
H: 7.597 9.112 10.740  0.0000
H: 7.521 8.486 12.387  0.0000
H: 6.760 11.886 13.420  0.0000
H: 6.346 10.239 13.622  0.0000
H: 5.960 11.063 12.149  0.0000
H: 5.856 14.373 8.286  0.0000
H: 7.413 14.863 7.697  0.0000
H: 6.267 16.156 8.280  0.0002
H: 5.333 14.325 10.702  0.0000
H: 5.482 15.966 10.714  0.0000
H: 6.491 15.157 11.903  0.0000
H: 8.984 16.372 9.513  0.0000
H: 8.591 16.092 11.158  0.0001
H: 7.536 17.066 10.252  0.0003
H: 12.067 13.977 9.567  0.0006
H: 13.484 13.702 8.511  0.0033
H: 15.854 13.751 9.593  -0.0013
H: 15.865 14.499 13.858  -0.0009
H: 11.402 15.019 13.516  0.0005
H: 12.740 16.088 13.553  0.0001
H: 11.934 15.817 15.085  0.0004
H: 11.710 12.797 13.970  0.0013
H: 11.998 13.129 15.721  0.0001
H: 13.102 12.062 14.824  0.0006
H: 14.722 15.506 15.196  -0.0001
H: 14.885 13.880 15.872  0.0000
H: 13.415 14.898 16.351  0.0000
H: 18.074 15.252 13.535  0.0000
H: 19.415 14.583 12.866  0.0000
H: 18.086 13.558 13.517  0.0000
H: 17.664 16.513 11.382  0.0001
H: 17.339 15.532 9.810  -0.0001
H: 19.029 15.711 10.518  0.0004
H: 17.958 12.119 11.384  0.0001
H: 19.293 13.088 10.746  0.0002
H: 17.833 12.914 9.886  0.0000
Te: 17.644 5.864 15.815  1.9144
C: 13.303 7.738 18.496  0.0003
C: 14.742 8.195 18.134  0.0012
O: 14.638 9.094 16.985  0.0067
P: 14.892 8.522 15.447  0.0536
O: 14.745 9.983 14.720  0.0119
C: 15.995 10.624 14.378  0.0005
C: 16.696 11.290 15.509  0.0002
O: 13.395 7.885 15.079  0.0064
C: 12.213 8.731 15.113  0.0020
C: 11.191 7.734 15.434  0.0005
H: 13.264 7.109 19.382  0.0000
H: 12.887 7.137 17.641  0.0000
H: 12.717 8.628 18.621  0.0000
H: 15.406 7.379 17.856  0.0028
H: 15.221 8.721 18.965  0.0000
H: 15.680 11.387 13.688  -0.0001
H: 16.686 9.968 13.864  -0.0001
H: 15.967 11.767 16.210  0.0001
H: 17.296 12.200 15.256  0.0000
H: 17.234 10.595 16.098  0.0001
H: 12.010 9.168 14.144  0.0018
H: 12.299 9.450 15.952  0.0002
H: 11.477 6.839 14.834  0.0001
H: 10.154 7.941 15.225  0.0001
H: 11.193 7.419 16.413  0.0000

---

[2]
The following is a DFT calculation (the ωB97M-V functional and the def2-TZVPD basis) of a gas-phase ion, C2H6NS2 (charge +1) in a non-equilibrium geometry.

**Energy**: -25323.7647 eV
**HOMO-LUMO gap**: 8.96 eV
**Structure (SMILES)**: [NH3+]CC1SS1
**Net charge**: +1

Each line ends with the natural charge from an NBO analysis.
Geometry (Å):
N: -0.025 -0.679 0.698  -0.7253
C: -0.126 0.272 -0.402  -0.2563
C: -1.555 0.189 -0.890  -0.4663
S: -2.557 -1.057 -0.187  0.1903
S: -2.608 0.897 0.468  0.1466
H: -1.046 -0.549 1.202  0.4503
H: 0.795 -0.571 1.397  0.4615
H: -0.021 -1.599 0.345  0.4312
H: 0.156 1.285 0.048  0.2545
H: 0.616 -0.067 -1.138  0.2413
H: -1.807 0.387 -1.867  0.2720

---

[3]
The following is a DFT calculation (the ωB97M-V functional and the def2-TZVPD basis) of a molecular structure, C59H49Cl3GeNO2SSb2Tc in a non-equilibrium geometry.

**Energy**: -187749.4877 eV
**HOMO-LUMO gap (alpha / beta)**: 3.61 / 3.61 eV
**Net charge**: 0

Each line ends with the Mulliken charge.
Geometry (Å):
Tc: 0.107 -0.014 -1.106  -2.4468
C: 1.414 -3.498 1.791  -1.8044
C: 0.204 -3.946 1.000  0.7846
C: -1.092 -4.019 1.769  -1.5700
Sb: -2.343 -2.120 2.026  0.5431
C: -3.758 -0.709 0.974  0.7884
C: -4.096 0.352 1.802  -0.2091
C: -4.959 1.340 1.360  -0.6740
C: -5.469 1.286 0.073  -0.7441
C: -5.121 0.237 -0.758  -0.4059
C: -4.265 -0.756 -0.307  -0.2834
C: -4.016 -3.215 2.889  0.7427
C: -3.884 -4.499 3.397  -0.6063
C: -4.978 -5.176 3.908  -0.7209
C: -6.222 -4.572 3.932  -0.5055
C: -6.359 -3.281 3.454  -0.8031
C: -5.264 -2.613 2.939  -0.2647
Sb: 1.983 -1.358 2.062  0.7804
C: 2.460 -1.841 4.134  0.3404
C: 3.655 -1.474 4.723  -0.7936
C: 3.889 -1.745 6.063  -0.5446
C: 2.915 -2.358 6.830  -0.5414
C: 1.719 -2.736 6.247  -1.0564
C: 1.508 -2.490 4.904  0.3203
C: 0.530 0.092 2.893  0.6359
C: -0.371 -0.118 3.926  -0.0276
C: -1.011 0.950 4.537  -0.9797
C: -0.731 2.246 4.145  -0.5688
C: 0.174 2.470 3.121  -0.8032
C: 0.787 1.396 2.493  -0.3682
H: 2.312 -3.825 1.258  0.5414
H: 1.431 -3.965 2.775  0.7580
H: 0.423 -4.956 0.626  0.5401
H: 0.094 -3.325 0.115  -0.8783
H: -0.895 -4.275 2.811  0.6637
H: -1.754 -4.770 1.344  0.8164
H: -3.671 0.410 2.800  0.1827
H: -5.218 2.160 2.016  0.5014
H: -6.121 2.072 -0.281  0.3652
H: -5.507 0.175 -1.767  0.4484
H: -4.011 -1.556 -0.982  -0.1676
H: -2.923 -4.989 3.400  0.3062
H: -4.858 -6.178 4.293  0.4090
H: -7.079 -5.104 4.318  0.3649
H: -7.321 -2.790 3.482  0.4185
H: -5.387 -1.607 2.566  0.3130
H: 4.409 -0.978 4.129  0.4145
H: 4.834 -1.475 6.511  0.4107
H: 3.082 -2.544 7.881  0.3631
H: 0.951 -3.221 6.835  0.4479
H: 0.580 -2.814 4.450  0.2154
H: -0.564 -1.111 4.302  0.4854
H: -1.710 0.761 5.340  0.4373
H: -1.216 3.077 4.637  0.4203
H: 0.405 3.479 2.810  0.5021
H: 1.478 1.578 1.677  0.3408
Cl: 1.541 -1.708 -1.120  -0.6505
Cl: -3.563 -3.875 -0.274  -0.0722
C: -2.445 -3.554 -1.594  0.4204
Cl: -1.336 -4.928 -1.786  -0.1545
C: -1.566 -2.288 -1.468  -1.1728
O: -1.061 -1.927 -2.520  -0.5514
O: -1.394 -1.720 -0.364  1.2034
H: -3.015 -3.469 -2.521  0.5900
C: -0.108 -0.818 -6.720  -0.8595
C: 0.862 -0.866 -5.709  -1.2060
C: 0.603 -0.338 -4.476  -0.4289
C: -0.647 0.248 -4.173  2.2011
C: -0.993 0.700 -2.870  0.4477
C: -2.212 1.304 -2.691  -0.1085
C: -3.134 1.442 -3.743  -1.0961
C: -2.854 0.938 -4.977  -1.2232
C: -1.608 0.330 -5.220  0.8133
C: -1.309 -0.217 -6.484  -0.8625
H: 0.102 -1.253 -7.685  0.4256
H: 1.818 -1.327 -5.911  0.4738
H: 1.360 -0.367 -3.703  0.4847
H: -2.525 1.688 -1.731  -0.0063
H: -4.078 1.926 -3.542  0.5076
H: -3.579 0.986 -5.776  0.4211
H: -2.062 -0.159 -7.257  0.4345
S: -2.321 3.192 1.178  -0.1915
C: -1.569 1.980 0.529  0.6759
N: -1.000 1.106 -0.037  -1.1179
C: 1.380 1.276 -1.376  2.2875
Ge: 2.921 2.370 -1.828  2.2147
C: 2.490 4.266 -1.425  -0.0957
C: 3.398 5.264 -1.755  -0.7338
C: 3.107 6.590 -1.493  -0.6523
C: 1.904 6.928 -0.897  -0.4724
C: 0.992 5.939 -0.571  -0.5833
C: 1.282 4.611 -0.834  -0.2809
C: 2.966 2.099 -3.792  0.0756
C: 3.875 1.305 -4.470  -0.0358
C: 3.740 1.090 -5.831  -0.8657
C: 2.694 1.669 -6.527  -0.6372
C: 1.780 2.464 -5.857  -0.5351
C: 1.914 2.672 -4.497  -0.4627
C: 4.371 1.712 -0.633  0.2833
C: 4.273 2.058 0.710  -0.4457
C: 5.202 1.601 1.628  -0.6146
C: 6.252 0.801 1.209  -0.5145
C: 6.360 0.457 -0.126  -0.8611
C: 5.420 0.904 -1.039  -0.0830
H: 4.336 4.990 -2.222  0.4118
H: 3.817 7.361 -1.753  0.4061
H: 1.676 7.963 -0.690  0.3875
H: 0.051 6.202 -0.112  0.4676
H: 0.574 3.825 -0.592  0.2786
H: 4.696 0.848 -3.939  0.2756
H: 4.452 0.461 -6.346  0.4595
H: 2.586 1.494 -7.589  0.4207
H: 0.957 2.911 -6.394  0.4164
H: 1.193 3.282 -3.969  0.3155
H: 3.469 2.706 1.033  0.3928
H: 5.116 1.880 2.669  0.4315
H: 6.987 0.450 1.921  0.4115
H: 7.182 -0.160 -0.460  0.4369
H: 5.513 0.623 -2.077  0.2680

---

The evaluated energy above the lowest of the compared OMol25 structures with the same formula, charge and spin for the records listed, in turn: 59.7; 10.5; 12.9 kcal/mol.